Entry 1:
2 unconnected molecules or ions with the total composition C6H8N3OS. Source: the OMol25 dataset; level of theory: ωB97M-V/def2-TZVPD.

XYZ file:
```
19
C6H8N3OS ωB97M-V/def2-TZVPD
C 0.023 -1.913 0.530
C -1.273 -0.424 -0.756
C 2.446 0.707 -0.424
C -1.339 -0.160 1.596
C -1.727 1.201 1.069
C 3.694 0.972 -0.562
N 0.852 -2.696 0.578
N -1.111 -1.008 -1.981
N -0.842 -0.888 0.444
O 1.305 0.569 -0.300
S -2.270 0.926 -0.643
H -0.484 -0.273 2.224
H -2.099 -0.829 1.879
H -2.421 1.777 1.511
H -0.943 1.970 1.098
H 4.090 1.375 0.229
H 4.129 0.813 -1.501
H -0.206 -1.245 -2.341
H -1.825 -0.873 -2.651
```

Computed properties:
Relative energy (zero: lowest compared OMol25 entry of this formula, charge and spin) = 1.952 eV
Total charge = +1
HOMO = -0.4668 hartree

Entry 2:
A molecular structure, C6H13NO. Source: the OMol25 dataset; level of theory: ωB97M-V/def2-TZVPD.

XYZ file:
```
21
C6H13NO ωB97M-V/def2-TZVPD
C 4.291 3.235 0.609
O -4.815 -3.673 -0.406
C 4.943 2.165 -0.270
C -0.992 -1.372 -0.434
C -1.763 -0.324 0.039
C -3.157 -0.247 0.151
C -3.952 -1.506 -0.094
N 4.912 0.929 0.166
H 4.329 3.005 1.687
H 3.654 2.457 -0.169
H 4.524 4.210 0.319
H 5.900 2.616 -0.568
H -0.043 -0.961 -0.827
H -1.101 -2.415 -0.346
H -1.126 0.560 0.277
H -3.663 0.680 0.231
H -3.836 -2.217 0.764
H -3.681 -2.099 -1.000
H -5.019 -1.212 -0.135
H -5.268 -4.491 -0.510
H 5.863 0.657 0.516
```

Computed properties:
Relative energy (zero: lowest compared OMol25 entry of this formula, charge and spin) = 12.408 eV
Total charge = 0
HOMO = -0.2652 hartree

Number 1: HOMO-LUMO gap 8.051 eV. Number 2: HOMO-LUMO gap 4.498 eV.